12
Properties=species:S:1:pos:R:3:forces:R:3:mulliken_charge:R:1 method="wB97M-V/def2-TZVPD" spin_multiplicity=1 gap_ev=8.5 energy_ev=-29869.0466 lumo_ev=-0.10
C -2.427 -0.061 -0.110 0.4067 -1.5141 5.0232 -0.223
C 1.284 -1.074 -0.443 1.3209 -0.1887 0.5467 0.370
C 1.211 1.302 0.183 0.1745 -2.2468 2.8248 -0.070
H -2.942 0.020 1.166 0.1592 0.7066 -4.5024 0.253
H -3.029 0.253 -1.328 2.4338 -1.2197 4.0076 0.275
H 1.989 -0.404 1.320 -0.0264 1.0262 -0.4442 0.249
H 1.494 1.903 1.055 0.2051 0.3001 -0.4820 0.315
N -1.344 -0.702 0.435 -2.3877 1.6629 -6.0895 -0.241
N 1.445 -0.045 0.529 -1.0263 1.1361 -0.8818 -0.147
O 2.307 -1.679 -0.686 -1.5957 -0.4056 -0.7359 -0.503
S -0.380 -1.349 -1.048 0.3778 -0.0561 1.6054 0.011
S 0.391 1.836 -1.074 -0.0419 0.7990 -0.8720 -0.289



24
Properties=species:S:1:pos:R:3:forces:R:3:mulliken_charge:R:1 method="wB97M-V/def2-TZVPD" smiles=Cc1c[nH]cn1.Cc1c[nH]cn1 spin_multiplicity=1 gap_ev=9.1 energy_ev=-14450.9324 lumo_ev=0.59
C -0.332 1.927 -3.130 0.0850 0.3188 0.2404 -1.110
C 0.514 -0.199 -1.923 0.0281 -0.0319 -0.0589 -0.772
C -0.447 0.655 -2.362 0.1718 -0.2503 -0.3567 0.858
C -1.483 -1.008 -1.481 0.8255 -0.1947 0.2819 -0.186
N -0.142 -1.286 -1.373 0.2064 0.5519 0.2793 -0.114
N -1.686 0.126 -2.081 -0.7486 -0.2674 -0.0856 -0.633
H 1.586 -0.205 -2.010 0.0534 0.2144 0.0941 0.375
H 0.269 -1.701 -0.548 -0.1462 -0.5145 -0.1917 0.289
H -0.187 2.777 -2.456 -0.0047 -0.0397 -0.0329 0.238
H -1.260 2.102 -3.667 0.0296 -0.0257 -0.1179 0.331
H -2.173 -1.764 -1.140 -0.4137 0.3788 0.0079 0.406
H 0.507 1.919 -3.828 -0.0755 -0.0671 0.0128 0.325
C 2.234 1.222 1.965 -0.1333 -0.2331 -0.0623 -1.150
C 1.068 0.279 1.987 0.7817 0.0709 0.2080 1.026
C 1.061 -1.088 2.029 -0.1464 -0.5120 0.0914 -0.935
C -0.975 -0.275 2.208 -0.3771 -1.0447 -0.2746 -0.281
N -0.206 0.763 2.088 -0.1756 0.4791 0.0286 -0.571
N -0.257 -1.429 2.195 -0.7209 0.2358 -0.1814 0.013
H 2.923 0.979 1.152 -0.0404 0.1618 0.0748 0.296
H 2.788 1.183 2.908 -0.0505 0.0150 -0.1189 0.281
H 1.780 -1.890 2.000 0.3634 0.3641 0.0106 0.401
H -2.053 -0.359 2.201 0.0460 0.5184 0.2033 0.403
H -0.686 -2.337 2.207 0.2663 -0.1436 0.0551 0.183
H 1.834 2.227 1.844 0.1757 0.0157 -0.1076 0.327



17
Properties=species:S:1:pos:R:3:forces:R:3:mulliken_charge:R:1 method="wB97M-V/def2-TZVPD" spin_multiplicity=1 gap_ev=8.9 energy_ev=-18227.8356 lumo_ev=0.15
C 0.933 0.504 -0.169 0.6796 0.4669 1.2146 0.179
C 0.249 1.817 -0.563 1.3700 -0.6249 3.2914 -1.393
C -0.651 -0.476 1.338 -3.3341 1.6509 1.0897 -1.330
C -0.930 -1.013 -1.112 0.5559 2.7038 2.6723 -1.290
C 0.081 -0.704 0.091 0.7586 -1.6819 -1.5615 0.504
O 2.797 -0.901 0.815 1.0236 -1.3193 0.6945 -0.538
S 2.511 0.461 0.397 -2.6048 1.0537 -1.4348 0.305
H 0.291 1.876 -1.571 0.0547 0.5825 -3.3353 0.427
H -0.802 1.906 -0.255 0.4618 -0.1779 0.1946 0.318
H 0.883 2.598 -0.102 -0.6874 0.0831 -0.4520 0.406
H -1.362 0.453 1.205 1.3071 -1.5335 0.4288 0.247
H -0.130 -0.364 2.280 0.5727 0.1055 -0.0965 0.329
H -1.352 -1.298 1.462 -0.0901 -0.1858 0.2285 0.385
H -0.681 -0.165 -1.743 -1.2666 -0.2278 -0.7518 0.328
H -0.589 -1.873 -1.515 0.9905 -2.7108 -1.7643 0.385
H -1.970 -1.201 -0.776 0.5675 0.7938 -0.3323 0.305
H 0.722 -1.618 0.216 -0.3590 1.0215 -0.0860 0.431



14
Properties=species:S:1:pos:R:3:forces:R:3:mulliken_charge:R:1 method="wB97M-V/def2-TZVPD" spin_multiplicity=1 gap_ev=9.3 energy_ev=-12327.9832 lumo_ev=0.00
C -0.063 0.350 -0.068 -2.4629 -0.5248 -2.6156 0.511
C 1.010 -0.564 0.478 -0.6055 -1.6121 0.8515 -0.333
C -0.009 1.821 -0.084 1.7832 0.3400 1.4796 0.360
H -2.580 -1.633 -0.870 0.3725 1.0859 -0.1241 0.247
H -1.401 -1.698 0.239 1.8751 -2.6969 5.7169 0.148
H 0.462 -1.156 1.301 1.3047 1.1769 -0.1606 0.227
H 2.036 -0.061 0.801 -2.6845 -0.9528 -0.5619 0.245
H 0.629 -2.023 -1.014 1.0403 1.5242 1.6199 0.370
H 1.164 3.103 0.816 0.6700 4.0424 -0.5590 0.314
N -1.664 -1.337 -0.548 0.1594 4.3185 -6.1396 -0.430
N -1.185 0.037 -0.748 0.5439 -2.8856 2.8709 -0.186
O 1.361 -1.588 -0.461 -0.3049 -0.6155 -1.3888 -0.547
O 0.931 2.239 0.921 -2.1071 -4.3582 -1.1112 -0.454
O -0.690 2.510 -0.763 0.4157 1.1581 0.1220 -0.472



9
Properties=species:S:1:pos:R:3:forces:R:3:mulliken_charge:R:1 method="wB97M-V/def2-TZVPD" spin_multiplicity=1 gap_ev=8.2 energy_ev=-6254.8215 lumo_ev=-0.32
C 2.644 -0.358 0.501 -0.2219 0.6117 -0.0997 -0.023
C 1.642 0.199 0.099 0.5626 0.1575 0.1566 0.171
C 0.433 0.474 -0.608 0.0662 -0.4290 0.3306 -0.663
C -1.741 0.078 -0.208 -0.3263 -0.2603 -0.1163 -0.515
O -0.556 0.772 0.222 0.4921 -0.4359 -0.1673 -0.183
H 3.562 -0.753 0.886 -0.2959 -0.0417 -0.0994 0.393
H -1.501 -0.380 -1.167 -0.3362 0.1685 -0.1106 0.366
H -1.840 -0.729 0.519 -0.3401 0.0944 -0.0327 0.229
H -2.643 0.697 -0.244 0.3997 0.1349 0.1389 0.223



60
Properties=species:S:1:pos:R:3:forces:R:3:mulliken_charge:R:1 method="wB97M-V/def2-TZVPD" smiles="Cc1ccc(CCN2C[C@@H](C(=O)NCCN3CCCCCC3)CC2=O)cc1" spin_multiplicity=1 gap_ev=9.0 energy_ev=-31916.5404 lumo_ev=0.65
C -1.563 -0.413 5.018 -0.0338 -0.0389 -0.0387 -1.528
C -2.202 0.284 3.854 0.0382 0.0109 0.0244 1.070
C -1.444 0.992 2.934 0.0128 -0.0838 0.0616 -0.968
C -2.039 1.613 1.850 -0.0957 0.0625 -0.0449 -0.218
C -3.411 1.536 1.659 -0.0432 0.1976 0.0279 0.442
C -4.173 0.831 2.582 0.0423 0.0411 0.0018 -0.385
C -3.577 0.218 3.665 0.0136 0.0011 -0.0148 -0.723
H -4.184 -0.329 4.373 -0.0679 -0.0533 0.0804 0.378
H -5.243 0.760 2.447 -0.1272 -0.0148 -0.0206 0.405
C -4.049 2.129 0.436 0.0523 -0.2690 -0.1029 -1.340
H -5.048 2.504 0.665 0.0052 0.0725 -0.0293 0.501
H -3.445 2.957 0.061 -0.0494 0.0645 0.0100 0.382
C -4.178 1.050 -0.655 -0.2133 0.0503 0.0908 -0.995
N -2.902 0.485 -1.006 -0.0252 0.3180 -0.1225 0.198
C -2.444 -0.667 -0.483 0.2642 -0.4018 -0.1061 0.202
O -3.071 -1.428 0.220 -0.0919 -0.2232 0.2162 -0.679
C -1.013 -0.872 -0.967 -0.0864 -0.1123 0.0308 -0.362
H -0.982 -1.748 -1.616 -0.0282 -0.0194 0.0588 0.308
H -0.379 -1.068 -0.102 -0.0302 -0.0486 -0.0203 0.209
C -0.643 0.421 -1.706 -0.0279 0.2457 0.0729 0.085
C 0.388 1.254 -0.930 -0.2411 -0.4366 -0.2680 0.281
O 0.190 2.397 -0.573 -0.0254 0.4542 0.1358 -0.724
N 1.525 0.585 -0.678 0.3679 -0.1693 0.0442 0.320
H 1.703 -0.317 -1.099 -0.1396 0.0543 -0.0582 -0.108
C 2.686 1.172 -0.054 0.2061 0.1573 -0.0638 -0.752
H 2.860 0.688 0.914 0.0393 0.1159 -0.0001 0.342
H 2.483 2.231 0.111 0.0437 -0.1115 0.0610 0.485
C 3.896 0.979 -0.975 -0.2225 0.0608 0.2264 -1.203
N 4.002 -0.418 -1.351 0.1440 0.1339 -0.1342 0.660
C 4.577 -0.618 -2.666 0.0947 -0.0573 -0.1912 -1.030
C 4.579 -2.090 -3.093 -0.1640 0.1675 0.0015 -0.745
H 4.596 -2.113 -4.185 0.0968 -0.0083 0.0084 0.371
H 5.492 -2.580 -2.751 0.0492 -0.0328 -0.0440 0.367
C 3.375 -2.882 -2.580 0.2206 -0.2275 -0.0630 -0.383
C 3.613 -3.488 -1.196 -0.2663 0.1872 0.0581 -0.733
C 3.628 -2.469 -0.059 0.3742 -0.1231 -0.0438 -0.305
H 3.942 -2.972 0.858 -0.0624 -0.0170 0.0836 0.366
C 4.557 -1.279 -0.319 -0.3060 -0.2151 0.2558 -1.135
H 5.557 -1.637 -0.592 0.0584 0.0692 0.0444 0.499
H 4.660 -0.710 0.609 0.0607 0.0086 -0.0608 0.471
H 2.618 -2.087 0.101 -0.0441 0.0480 0.0850 -0.017
H 4.564 -4.025 -1.212 0.0252 -0.0708 -0.0076 0.304
H 2.829 -4.221 -0.990 0.0600 -0.0694 0.0171 0.365
H 3.175 -3.701 -3.275 -0.0641 0.0381 -0.0131 0.362
H 2.493 -2.240 -2.560 -0.1427 -0.0104 -0.0670 0.053
H 5.608 -0.226 -2.731 -0.0916 0.0289 -0.0193 0.273
H 3.962 -0.046 -3.369 0.0885 0.0010 0.0133 0.502
H 4.804 1.360 -0.481 -0.0170 -0.0197 -0.0659 0.347
H 3.734 1.566 -1.882 0.0153 -0.0041 0.0317 0.437
H -0.209 0.209 -2.686 -0.0294 0.0253 0.0651 0.688
C -1.966 1.189 -1.846 0.0407 0.3101 -0.2621 -0.951
H -2.327 1.202 -2.882 0.0711 0.0146 0.0569 0.386
H -1.831 2.222 -1.509 -0.0109 -0.1279 -0.1033 0.383
H -4.789 0.225 -0.276 -0.0104 0.0947 -0.0974 0.457
H -4.644 1.468 -1.553 -0.0175 -0.0746 0.0420 0.434
H -1.426 2.162 1.150 0.0504 0.0923 -0.1004 0.557
H -0.372 1.060 3.060 0.1063 0.0147 0.0470 0.360
H -2.114 -0.214 5.936 0.0234 -0.0168 0.0930 0.389
H -0.533 -0.088 5.150 0.0625 -0.0101 0.0549 0.351
H -1.565 -1.490 4.854 0.0473 -0.0733 0.0626 0.293



34
Properties=species:S:1:pos:R:3:forces:R:3:mulliken_charge:R:1 method="wB97M-V/def2-TZVPD" total_charge=+3 spin_multiplicity=1 gap_ev=2.2 energy_ev=-24782.7990 lumo_ev=-16.49
Tl 1.064 -0.764 -0.465 0.0574 0.1347 -0.0286 1.123
C -4.080 -0.737 -0.401 0.2241 -0.2393 0.5784 -1.296
C -2.578 -0.276 -0.266 0.4907 0.7886 0.5051 0.356
C -2.236 0.482 1.044 0.2584 -0.6936 -0.0019 -0.788
O -0.826 0.860 1.064 -0.9356 -2.2104 -0.8087 -0.063
C -0.511 1.834 1.982 -0.7257 2.3938 1.2798 -0.797
N -1.794 -1.496 -0.362 -0.5462 1.2404 -0.5880 -0.289
H -4.775 0.007 -0.011 0.0590 0.4134 -0.5045 0.398
H -4.326 -1.618 0.192 0.3327 -0.1819 0.1751 0.442
H -4.199 -1.042 -1.441 -0.3525 0.4402 0.0002 0.433
H -2.367 0.517 -0.983 0.3174 -0.8020 -0.9023 0.009
H -2.390 -0.261 1.827 0.0475 0.2046 0.5982 0.382
H -2.943 1.309 1.114 0.4263 0.3022 0.4245 0.474
H 0.504 2.143 2.229 0.6467 -1.1985 -0.8954 0.349
H -0.988 1.655 2.946 -0.3782 -0.1313 0.0381 0.350
H -0.911 2.768 1.587 -0.4750 0.5114 0.2015 0.330
H -1.931 -1.910 -1.273 0.5176 -0.3106 -0.5750 0.361
H -2.166 -2.155 0.307 0.3521 -0.4885 0.6415 0.337
C 0.022 2.788 -2.109 0.0982 1.9877 0.0966 0.595
O 0.429 1.839 -1.461 0.8354 -1.7755 1.8532 -0.470
N -0.795 2.678 -3.082 -2.8056 -2.2926 -3.2157 -0.276
N 0.281 4.080 -1.926 1.8063 -0.3043 2.2099 -0.415
H -1.122 1.736 -3.245 -0.2545 0.3208 -0.9327 0.215
H -0.874 3.449 -3.729 -0.6452 -0.5547 -0.4045 0.219
H 0.176 4.703 -2.714 0.5638 0.4655 0.5455 0.239
H 1.027 4.059 -1.246 0.4594 1.8677 -0.1253 0.282
C 4.365 -3.013 1.057 -1.4169 2.0956 0.1572 0.665
O 3.387 -2.335 0.595 1.1958 -1.2091 0.1974 -0.531
N 5.532 -2.574 1.516 0.3583 2.2444 0.1471 -0.314
N 4.371 -4.313 1.221 -0.9216 -2.5986 -0.3722 -0.268
H 5.663 -1.577 1.606 0.4232 -0.0798 0.0048 0.256
H 6.103 -3.220 2.041 0.3519 0.5514 -0.0045 0.220
H 3.588 -4.924 1.039 0.0370 0.0060 -0.0956 0.244
H 5.299 -4.692 1.347 -0.4020 -0.8979 -0.1990 0.228



25
Properties=species:S:1:pos:R:3:forces:R:3:mulliken_charge:R:1 method="wB97M-V/def2-TZVPD" total_charge=-1 spin_multiplicity=1 gap_ev=7.4 energy_ev=-14677.1269 lumo_ev=3.56
C 0.642 -1.425 -2.036 -0.8888 -0.3784 -1.1075 -0.227
C 1.063 -0.011 -2.421 0.5996 -0.0017 1.0767 -1.047
C -0.929 -1.573 -2.030 1.1814 -0.1838 0.8955 0.419
O -1.494 -1.165 -3.053 -0.4985 0.1213 -0.2889 -0.730
O -1.385 -2.101 -0.984 -0.3749 0.0403 -0.1671 -0.722
H 0.941 -2.135 -2.816 0.2911 0.0158 0.0696 0.334
H 1.048 -1.790 -1.093 0.0645 0.3146 0.1159 0.138
H 2.089 0.173 -2.066 -0.1325 0.2071 0.0708 0.302
H 0.380 0.689 -1.951 0.0548 0.2568 0.2382 0.130
H 1.068 0.258 -3.457 -0.2357 -0.4025 -0.8160 0.413
C 0.326 -1.451 2.006 -0.2886 0.0222 -0.2673 -1.508
C -1.188 0.505 2.198 0.2954 1.0887 -0.8757 -0.554
C 0.043 0.012 1.757 -0.1472 -1.1812 1.0842 0.982
C -1.560 1.788 1.795 -0.5788 -0.1282 0.5854 -0.425
C 0.909 0.797 1.031 -0.0870 0.8999 -1.0752 -0.303
C -0.797 2.495 0.889 1.3723 0.3242 -0.4057 -0.481
C 0.479 2.037 0.539 -1.2954 -0.8482 0.0827 -0.473
H -1.920 -0.117 2.694 0.2562 -0.0839 0.2959 0.317
H -2.466 2.227 2.212 -0.0902 -0.1856 -0.4086 0.329
H -0.096 -1.793 2.952 -0.0060 0.0544 0.0187 0.451
H 1.374 -1.738 1.975 0.1783 0.2210 -0.0351 0.343
H 1.825 0.393 0.623 0.1300 -0.1876 0.2286 0.301
H -1.106 3.387 0.353 -0.4356 0.0813 0.5183 0.333
H 0.941 2.513 -0.310 0.6250 0.1608 0.1996 0.444
H -0.188 -1.973 1.193 0.0106 -0.2272 -0.0329 0.235